Below is C27H32ClN3O5STl as an isolated structure, with properties calculated with ωB97M-V/def2-TZVPD.

Last column: Mulliken charge in e.
CARTESIAN COORDINATES (ANGSTROEM)
1 Tl 0.17293 0.45362 -0.46625  1.172
2 Cl -0.94261 2.10220 -1.88167  -0.546
3 S -4.17974 -3.03506 1.25179  1.083
4 O 0.24623 3.67913 2.17739  -0.417
5 O -5.39604 -2.41862 1.78616  -0.716
6 O -1.16991 -1.07232 0.75253  -0.672
7 O -4.35678 -4.22595 0.41157  -0.710
8 O 0.75581 -1.46896 -4.11660  -0.418
9 N -3.21712 -1.98623 0.61188  -0.392
10 N -0.13380 1.69733 1.24173  0.106
11 N 0.11411 -0.97861 -2.04384  0.043
12 C 4.01590 4.45017 -0.22885  -2.023
13 C -0.69562 -2.67229 3.27934  -0.442
14 C -1.83784 -2.67970 2.44575  0.353
15 C 0.75399 2.63486 1.52738  0.622
16 C 3.65910 1.65543 -2.77558  0.960
17 C -1.22156 3.46412 2.25015  -0.899
18 C 2.72977 0.79885 -2.14943  -0.024
19 C -2.03430 -1.89175 1.23122  0.094
20 C 1.10822 -1.02016 -2.91489  0.641
21 C 4.01919 2.84989 -2.15232  -0.989
22 C -2.98635 -4.26019 3.75983  -0.454
23 C -2.98309 -3.42271 2.63462  -0.419
24 C 2.25049 1.14634 -0.87052  0.288
25 C -1.33294 1.13850 3.25133  -1.490
26 C 2.20142 2.63052 1.18563  -1.070
27 C 3.50216 3.22113 -0.91162  0.908
28 C 2.51728 -0.61016 -2.67495  -1.104
29 C 4.33658 1.24519 -4.04545  -2.020
30 C -0.96504 -3.12823 -2.02984  -1.424
31 C -2.37873 -1.04168 -2.25602  -1.205
32 C -1.39689 1.97274 1.97817  1.513
33 C -2.63678 1.66707 1.14695  -1.521
34 C 2.57077 2.37934 -0.26748  0.140
35 C -1.05586 -1.71478 -2.59545  1.456
36 C -1.86776 -4.30344 4.63656  -0.559
37 C -0.72527 -3.50890 4.39516  -0.620
38 C -0.72029 -1.66263 -4.08232  -0.864
39 H 3.19316 5.11739 0.04748  0.377
40 H 0.16800 -2.03666 3.03881  0.570
41 H -3.48859 2.02075 1.73676  0.530
42 H 4.66979 4.96591 -0.93112  0.358
43 H -3.85795 -4.87536 3.95219  0.417
44 H 2.58883 3.61385 1.48847  0.375
45 H -0.00498 -3.57386 -2.32403  0.422
46 H -2.73716 0.58881 0.96499  0.125
47 H 2.91763 -1.32389 -1.92362  0.208
48 H -2.58076 2.18791 0.18401  0.373
49 H -1.04247 -3.09476 -0.93804  0.071
50 H -2.23564 1.35844 3.82077  0.455
51 H -2.59076 -1.10590 -1.18025  -0.025
52 H -1.80016 -3.69147 -2.44578  0.468
53 H -1.28476 0.07395 2.99853  0.029
54 H 3.03843 -0.71997 -3.63666  0.377
55 H -1.57051 3.76832 3.23982  0.332
56 H 3.60300 1.01891 -4.82580  0.374
57 H -0.96412 -2.58555 -4.61441  0.323
58 H -2.36159 0.00733 -2.58028  0.359
59 H 4.95503 2.08087 -4.37113  0.359
60 H 2.65572 1.82386 1.80066  0.220
61 H -1.63923 4.06150 1.43041  0.380
62 H 0.13269 -3.54246 5.07533  0.385
63 H 4.59959 4.20921 0.67001  0.361
64 H -3.14782 -1.60901 -2.79101  0.541
65 H -1.87020 -4.95740 5.52308  0.344
66 H 4.98776 0.37233 -3.90145  0.360
67 H -1.13633 -0.75961 -4.54544  0.375
68 H 1.76600 -0.39093 0.35429  0.183
69 H -0.43787 1.41935 3.82228  0.447
70 H 4.75563 3.49408 -2.63090  0.145

molar mass: 750.472 g mol⁻¹
LUMO energy (alpha / beta): 2.52 / 2.52 eV
electronic energy: -2619.3196 Eh
net charge: -1


Below is a 3-piece molecular cluster, C3H14N6 overall, with properties calculated with ωB97M-V/def2-TZVPD.

Last column: Mulliken charge in e.
CARTESIAN COORDINATES (ANGSTROEM)
1 N -11.28022 -0.04152 0.87537  -0.490
2 N 3.08322 1.30119 -0.18647  -0.270
3 N 6.09589 -1.98896 0.42851  -0.286
4 N 4.92593 -1.61773 0.10528  -0.443
5 N 4.58376 -0.42601 -0.01907  0.750
6 N -9.66429 -0.69523 -1.38776  -0.120
7 C 3.20335 -0.09495 -0.41634  -0.535
8 C 5.36235 0.78851 0.18228  -0.523
9 C 4.38895 1.89691 -0.26517  -0.557
10 H 6.27777 0.77732 -0.41367  0.435
11 H -8.75524 -0.35727 -1.07634  0.325
12 H 6.24901 -2.98965 0.49362  0.275
13 H -9.78560 -1.70013 -1.38735  0.328
14 H 3.09599 -0.31967 -1.49055  0.279
15 H 2.48127 -0.70419 0.13425  0.337
16 H -11.37319 -0.87545 1.43486  0.319
17 H 5.62227 0.88826 1.24154  0.366
18 H 6.87284 -1.35580 0.62059  0.248
19 H -10.81191 0.74040 1.30518  0.314
20 H 4.46302 2.79753 0.34108  0.393
21 H -12.05916 0.17919 0.27156  0.325
22 H 4.58573 2.17104 -1.31016  0.241
23 H 2.43825 1.62620 0.51877  0.290

molar mass: 134.187 g mol⁻¹
LUMO energy (alpha / beta): -10.89 / -10.89 eV
electronic energy: -450.4413 Eh
net charge: +2


Below is C13H16MnSi as an isolated structure, with properties calculated with ωB97M-V/def2-TZVPD.

Last column: Mulliken spin population.
CARTESIAN COORDINATES (ANGSTROEM)
1 Mn 0.26312 -0.97316 -1.32409  4.292
2 Si 0.86407 -0.10142 0.71193  -0.342
3 C -0.70508 0.85758 2.84301  -0.017
4 C -1.81315 1.47895 3.39786  -0.001
5 C -0.26536 -1.47336 -3.46105  0.004
6 C -2.79042 2.02072 2.57241  0.002
7 C -2.66531 1.94265 1.19256  0.018
8 C -0.34200 -0.07251 -3.26511  0.059
9 C 1.84195 -0.73752 -2.91612  0.033
10 C -0.56952 0.75854 1.45332  -0.017
11 C -1.56008 1.31386 0.63735  0.011
12 C 2.47488 0.26418 1.50041  -0.004
13 C 0.50534 -2.03739 0.64850  0.022
14 C 0.95898 0.38810 -2.89969  -0.112
15 C 1.08820 -1.87679 -3.25205  0.041
16 H -1.91333 1.54662 4.47294  0.000
17 H 0.58188 -2.22880 1.72222  -0.001
18 H 3.30354 -0.26957 1.03567  -0.003
19 H 0.05297 0.44677 3.50151  -0.001
20 H -0.50231 -2.37945 0.37456  -0.006
21 H -1.20391 0.54971 -3.44561  0.018
22 H 1.25356 1.41913 -2.79298  -0.005
23 H 2.65561 1.33800 1.42355  -0.002
24 H -1.46306 1.27566 -0.44322  -0.006
25 H -3.42393 2.37567 0.55390  0.001
26 H -1.06875 -2.11182 -3.79386  0.000
27 H 1.47646 -2.87338 -3.39402  0.004
28 H -3.65131 2.51098 3.00740  0.000
29 H 2.43956 0.00216 2.56098  -0.011
30 H 2.91143 -0.69858 -2.78480  0.003
31 H 1.26596 -2.65553 0.16251  0.019

molar mass: 255.295 g mol⁻¹
LUMO energy (alpha / beta): -4.53 / -3.94 eV
multiplicity: 5
electronic energy: -1945.1785 Eh
net charge: +1